The following is a DFT calculation (ωB97M-V/def2-TZVPD) of a cluster of 6 separate species, C47H115N3O4P2 in total.

Bonds (Å) are listed after each position.
Positions of all 171 atoms, in Å:
1 C -2.562 0.462 4.067  C2 1.532, H5 1.088, H6 1.092, H7 1.104
2 C -1.260 -0.171 3.566  C1 1.532, C3 1.521, O4 1.401, H8 1.106
3 C -0.889 0.328 2.178  C2 1.521, H9 1.093, H10 1.095, H11 1.094
4 O -0.192 -0.110 4.471  C2 1.401
5 H -3.107 -0.105 4.819  C1 1.088
6 H -3.236 0.663 3.231  C1 1.092
7 H -2.417 1.479 4.472  C1 1.104
8 H -1.524 -1.243 3.493  C2 1.106
9 H -0.177 -0.307 1.646  C3 1.093
10 H -0.524 1.357 2.254  C3 1.095
11 H -1.776 0.323 1.538  C3 1.094
12 C 3.264 -1.732 4.140  C13 1.516, H21 1.086, H22 1.094, H23 1.090
13 C 3.731 -0.321 4.439  C12 1.516, C14 1.519, N17 1.531, H24 1.091
14 C 4.142 0.420 3.179  C13 1.519, O15 1.414, H25 1.096, H26 1.101
15 O 5.287 -0.257 2.700  C14 1.414, C16 1.405
16 C 5.456 -0.124 1.312  O15 1.405, H27 1.101, H28 1.095, H29 1.089
17 N 2.563 0.436 5.076  C13 1.531, H18 1.054, H19 1.020, H20 1.014
18 H 1.649 0.148 4.636  N17 1.054
19 H 2.446 0.072 6.021  N17 1.020
20 H 2.682 1.444 5.089  N17 1.014
21 H 4.071 -2.401 3.857  C12 1.086
22 H 2.605 -1.688 3.268  C12 1.094
23 H 2.692 -2.130 4.979  C12 1.090
24 H 4.519 -0.175 5.179  C13 1.091
25 H 4.395 1.483 3.275  C14 1.096
26 H 3.328 0.310 2.444  C14 1.101
27 H 5.293 0.874 0.876  C16 1.101
28 H 4.818 -0.781 0.712  C16 1.095
29 H 6.506 -0.306 1.088  C16 1.089
30 C -1.286 -1.725 9.322  C31 1.506, H39 1.090, H40 1.096, H41 1.089
31 C -1.129 -1.741 7.823  C30 1.506, C32 1.549, N35 1.552, H42 1.090
32 C -2.446 -1.798 7.010  C31 1.549, O33 1.392, H43 1.095, H44 1.096
33 O -3.244 -2.811 7.535  C32 1.392, C34 1.421
34 C -2.846 -4.147 7.262  O33 1.421, H45 1.086, H46 1.092, H47 1.094
35 N -0.455 -0.393 7.451  C31 1.552, H36 1.021, H37 1.017, H38 1.052
36 H -1.073 0.346 7.790  N35 1.021
37 H 0.461 -0.383 7.892  N35 1.017
38 H -0.396 -0.248 6.411  N35 1.052
39 H -1.904 -0.904 9.685  C30 1.090
40 H -0.285 -1.682 9.767  C30 1.096
41 H -1.688 -2.642 9.749  C30 1.089
42 H -0.466 -2.480 7.375  C31 1.090
43 H -2.294 -1.918 5.932  C32 1.095
44 H -2.992 -0.861 7.169  C32 1.096
45 H -3.739 -4.766 7.246  C34 1.086
46 H -2.168 -4.517 8.035  C34 1.092
47 H -2.375 -4.215 6.277  C34 1.094
48 C -0.850 5.145 6.311  C49 1.509, H57 1.086, H58 1.095, H59 1.094
49 C -1.093 3.962 5.406  C48 1.509, C50 1.519, N53 1.526, H60 1.095
50 C -1.274 4.243 3.925  C49 1.519, O51 1.393, H61 1.101, H62 1.101
51 O -2.601 4.634 3.761  C50 1.393, C52 1.414
52 C -2.961 4.905 2.421  O51 1.414, H63 1.095, H64 1.096, H65 1.086
53 N -0.061 2.853 5.588  C49 1.526, H54 1.049, H55 1.019, H56 1.018
54 H -0.285 2.029 4.979  N53 1.049
55 H 0.909 3.095 5.389  N53 1.019
56 H -0.108 2.457 6.524  N53 1.018
57 H -1.098 5.025 7.361  C48 1.086
58 H -1.504 5.931 5.917  C48 1.095
59 H 0.143 5.589 6.189  C48 1.094
60 H -2.021 3.478 5.727  C49 1.095
61 H -1.053 3.356 3.311  C50 1.101
62 H -0.589 5.039 3.595  C50 1.101
63 H -2.734 4.095 1.720  C52 1.095
64 H -2.483 5.804 2.016  C52 1.096
65 H -4.032 5.083 2.412  C52 1.086
66 C 2.375 -1.393 -1.843  C67 1.538, H83 1.090, H84 1.087, H85 1.091
67 C 0.845 -1.366 -1.681  C66 1.538, C68 1.527, H86 1.091, H87 1.094
68 C 0.332 -2.550 -0.865  C67 1.527, C69 1.546, H88 1.092, H89 1.098
69 C -1.206 -2.698 -0.905  C68 1.546, P70 1.841, H90 1.093, H91 1.092
70 P -1.808 -4.413 -0.609  C69 1.841, C71 1.817, C75 1.831, C79 1.817
71 C -0.863 -5.022 0.818  P70 1.817, C72 1.556, H92 1.091, H93 1.092
72 C -0.822 -4.100 2.070  C71 1.556, C73 1.516, H94 1.095, H95 1.093
73 C 0.289 -4.463 3.035  C72 1.516, C74 1.526, H96 1.096, H97 1.095
74 C 0.124 -3.808 4.403  C73 1.526, H98 1.102, H99 1.094, H100 1.091
75 C -3.612 -4.265 -0.331  P70 1.831, C76 1.538, H101 1.094, H102 1.096
76 C -4.088 -3.544 0.941  C75 1.538, C77 1.534, H103 1.099, H104 1.092
77 C -5.610 -3.364 0.902  C76 1.534, C78 1.532, H105 1.093, H106 1.090
78 C -6.207 -2.784 2.188  C77 1.532, H107 1.090, H108 1.093, H109 1.086
79 C -1.312 -5.295 -2.118  P70 1.817, C80 1.551, H110 1.097, H111 1.089
80 C -2.149 -4.873 -3.353  C79 1.551, C81 1.515, H112 1.100, H113 1.090
81 C -1.833 -5.714 -4.573  C80 1.515, C82 1.527, H114 1.094, H115 1.094
82 C -0.457 -5.527 -5.207  C81 1.527, H116 1.090, H117 1.093, H118 1.091
83 H 2.694 -2.380 -2.179  C66 1.090
84 H 2.862 -1.132 -0.907  C66 1.087
85 H 2.617 -0.687 -2.639  C66 1.091
86 H 0.393 -1.413 -2.673  C67 1.091
87 H 0.591 -0.431 -1.172  C67 1.094
88 H 0.701 -2.671 0.155  C68 1.092
89 H 0.695 -3.459 -1.362  C68 1.098
90 H -1.514 -2.451 -1.924  C69 1.093
91 H -1.759 -2.049 -0.223  C69 1.092
92 H 0.164 -5.254 0.533  C71 1.091
93 H -1.360 -5.929 1.170  C71 1.092
94 H -1.773 -4.285 2.582  C72 1.095
95 H -0.833 -3.028 1.856  C72 1.093
96 H 1.279 -4.197 2.646  C73 1.096
97 H 0.399 -5.530 3.254  C73 1.095
98 H 0.116 -2.710 4.315  C74 1.102
99 H 0.941 -3.969 5.113  C74 1.094
100 H -0.776 -4.063 4.965  C74 1.091
101 H -4.080 -5.241 -0.480  C75 1.094
102 H -3.980 -3.658 -1.166  C75 1.096
103 H -3.587 -2.566 0.922  C76 1.099
104 H -3.767 -4.002 1.880  C76 1.092
105 H -6.029 -4.368 0.802  C77 1.093
106 H -5.826 -2.758 0.022  C77 1.090
107 H -7.292 -2.870 2.123  C78 1.090
108 H -6.077 -1.699 2.216  C78 1.093
109 H -5.818 -3.301 3.060  C78 1.086
110 H -1.531 -6.357 -1.951  C79 1.097
111 H -0.232 -5.234 -2.247  C79 1.089
112 H -1.884 -3.845 -3.641  C80 1.100
113 H -3.197 -4.808 -3.061  C80 1.090
114 H -2.607 -5.427 -5.292  C81 1.094
115 H -1.947 -6.787 -4.396  C81 1.094
116 H -0.411 -6.148 -6.102  C82 1.090
117 H 0.359 -5.941 -4.609  C82 1.093
118 H -0.308 -4.479 -5.472  C82 1.091
119 C -1.037 3.279 -0.877  C120 1.516, H136 1.095, H137 1.092, H138 1.094
120 C 0.289 3.628 -1.525  C119 1.516, C121 1.524, H139 1.092, H140 1.092
121 C 0.330 3.107 -2.957  C120 1.524, C122 1.547, H141 1.091, H142 1.097
122 C 1.708 3.140 -3.657  C121 1.547, P123 1.811, H143 1.095, H144 1.096
123 P 1.756 3.007 -5.463  C122 1.811, C124 1.780, C128 1.839, C132 1.822
124 C 0.342 3.760 -6.238  P123 1.780, C125 1.564, H145 1.091, H146 1.097
125 C 0.046 3.363 -7.721  C124 1.564, C126 1.554, H147 1.088, H148 1.092
126 C 1.093 3.861 -8.756  C125 1.554, C127 1.535, H149 1.093, H150 1.090
127 C 1.926 2.773 -9.447  C126 1.535, H151 1.090, H152 1.092, H153 1.086
128 C 3.293 3.827 -6.052  P123 1.839, C129 1.554, H154 1.091, H155 1.088
129 C 3.251 5.371 -5.884  C128 1.554, C130 1.515, H156 1.094, H157 1.090
130 C 4.518 5.996 -6.431  C129 1.515, C131 1.530, H158 1.095, H159 1.097
131 C 4.762 7.392 -5.855  C130 1.530, H160 1.093, H161 1.092, H162 1.090
132 C 1.867 1.248 -5.925  P123 1.822, C133 1.519, H163 1.097, H164 1.093
133 C 0.748 0.405 -5.338  C132 1.519, C134 1.537, H165 1.096, H166 1.095
134 C 0.601 -0.985 -5.976  C133 1.537, C135 1.523, H167 1.094, H168 1.097
135 C 0.629 -1.095 -7.496  C134 1.523, H169 1.089, H170 1.092, H171 1.091
136 H -1.108 2.208 -0.660  C119 1.095
137 H -1.921 3.570 -1.449  C119 1.092
138 H -1.225 3.729 0.102  C119 1.094
139 H 1.102 3.216 -0.924  C120 1.092
140 H 0.413 4.713 -1.554  C120 1.092
141 H -0.381 3.627 -3.601  C121 1.091
142 H -0.026 2.070 -3.001  C121 1.097
143 H 2.418 2.384 -3.305  C122 1.095
144 H 2.187 4.087 -3.381  C122 1.096
145 H 0.313 4.844 -6.109  C124 1.091
146 H -0.557 3.420 -5.711  C124 1.097
147 H -0.909 3.832 -7.954  C125 1.088
148 H -0.110 2.283 -7.722  C125 1.092
149 H 1.668 4.642 -8.253  C126 1.093
150 H 0.519 4.413 -9.501  C126 1.090
151 H 1.507 1.779 -9.285  C127 1.090
152 H 2.942 2.779 -9.046  C127 1.092
153 H 1.975 2.968 -10.514  C127 1.086
154 H 3.336 3.598 -7.118  C128 1.091
155 H 4.149 3.454 -5.493  C128 1.088
156 H 3.177 5.565 -4.810  C129 1.094
157 H 2.374 5.819 -6.354  C129 1.090
158 H 4.579 6.057 -7.522  C130 1.095
159 H 5.391 5.353 -6.264  C130 1.097
160 H 3.882 8.038 -5.915  C131 1.093
161 H 5.492 7.957 -6.437  C131 1.092
162 H 5.124 7.361 -4.828  C131 1.090
163 H 2.825 0.852 -5.567  C132 1.097
164 H 2.020 1.210 -7.007  C132 1.093
165 H -0.230 0.901 -5.342  C133 1.096
166 H 0.948 0.213 -4.280  C133 1.095
167 H -0.322 -1.432 -5.592  C134 1.094
168 H 1.400 -1.633 -5.597  C134 1.097
169 H 0.662 -2.142 -7.794  C135 1.089
170 H 1.527 -0.638 -7.915  C135 1.092
171 H -0.244 -0.656 -7.981  C135 1.091

## Properties
HOMO level = -17.34 eV
frontier orbital gap = 8.098 eV
charge = +4
LUMO level = -0.3398 Ha
multiplicity = 1
ΔE to the lowest compared entry with this formula, charge and spin = 0.000 eV

These are the Löwdin partial charges, in e, on atoms 1 to 99: -0.0377 -0.6035 -0.0617 -0.3494 0.0606 0.0853 0.0577 0.1045 0.0625 0.0600 0.0760 -0.0108 -0.2840 -0.2061 -0.1549 -0.0948 0.1945 0.0978 0.1497 0.1463 0.1100 0.0912 0.0808 0.1661 0.1413 0.1292 0.0966 0.0793 0.1062 -0.0130 -0.2851 -0.2051 -0.1588 -0.0553 0.1897 0.1525 0.1513 0.0973 0.1078 0.0990 0.1057 0.1484 0.1161 0.1376 0.1060 0.0985 0.0678 -0.0143 -0.3069 -0.2180 -0.1554 -0.0710 0.2083 0.1071 0.1570 0.1470 0.0969 0.1114 0.0992 0.1532 0.1103 0.1485 0.0721 0.1036 0.1055 -0.0797 -0.2522 -0.2418 -0.2557 1.0394 -0.2408 -0.2493 -0.2437 -0.1129 -0.2550 -0.2546 -0.2528 -0.0903 -0.2540 -0.2437 -0.2604 -0.0909 0.0848 0.0575 0.0604 0.0957 0.1022 0.1024 0.0989 0.0888 0.0775 0.1054 0.1125 0.0993 0.0891 0.1090 0.1256 0.0450 0.0754